Record 1
Below is a structure of composition C2H5N2, with properties calculated with ωB97M-V/def2-TZVPD.

Element x y z (Å)
C (0.723363, -0.527858, -0.070082)
C (-0.355915, -0.686008, 0.845811)
N (-0.250336, 1.532191, -1.130181)
N (0.110693, 0.581465, -0.539474)
H (1.660379, -0.358665, 0.478265)
H (0.949514, -1.188133, -0.857715)
H (-1.354458, -1.137081, 0.568241)
H (-0.269740, -0.204308, 1.769182)
H (-1.213500, 1.988397, -1.064047)

Forces on atoms 1 to 3 (eV/Å):
C 4.11 -1.15 0.25
C -3.80 0.19 -1.80
N 0.14 1.31 -1.85

Results
- gap between HOMO and LUMO (alpha / beta) (eV) = 8.7 / 8.7
- HOMO level (alpha / beta) (eV) = -14.7 / -14.7
- LUMO (alpha / beta) (eV) = -6.0 / -5.9
- electronic energy (Ha) = -188.25306
- net charge = +1

Record 2
Below is a structure of composition C2H5N2, with properties calculated with ωB97M-V/def2-TZVPD.

Element x y z (Å)
C (0.525310, -0.896613, -0.704064)
C (-0.682134, 0.365457, 0.130292)
N (0.336050, -0.504926, 0.545667)
N (-0.474975, 0.081292, -1.143136)
H (1.174054, -1.731802, -0.953793)
H (-1.449352, 0.798214, 0.751000)
H (0.665942, 2.053878, 1.919196)
H (0.633678, -0.617211, 1.456606)
H (-0.728574, 0.451710, -2.001767)

Forces on atoms 1 to 3 (eV/Å):
C -0.13 0.76 -0.44
C 0.82 -0.20 2.01
N -2.76 1.92 -0.60

Results
- gap between HOMO and LUMO (alpha / beta) (eV) = 9.0 / 10.1
- HOMO level (alpha / beta) (eV) = -15.3 / -14.4
- LUMO (alpha / beta) (eV) = -6.2 / -4.3
- electronic energy (Ha) = -188.23345
- net charge = +1

Record 3
Below is a cluster of 2 separate species, C2H5N2 in total, with properties calculated with ωB97M-V/def2-TZVPD.

Element x y z (Å)
C (2.612631, 0.612584, -0.114063)
C (-1.396221, 0.119658, -0.106020)
N (1.782768, -0.167637, 0.033426)
N (1.025861, -1.107873, -0.174151)
H (3.334695, 1.293806, 0.231875)
H (-1.383181, 1.122240, 0.221568)
H (-1.413958, 0.139455, -1.209701)
H (-1.339696, -0.735271, 0.679534)
H (0.343256, -1.393401, 0.491128)

Forces on atoms 1 to 3 (eV/Å):
C 0.15 0.38 0.75
C 1.26 -1.81 0.17
N 0.76 0.60 0.17

Results
- gap between HOMO and LUMO (alpha / beta) (eV) = 9.9 / 6.1
- HOMO level (alpha / beta) (eV) = -15.9 / -14.2
- LUMO (alpha / beta) (eV) = -6.0 / -8.1
- electronic energy (Ha) = -188.19679
- net charge = +1

Record 4
Below is a structure of composition C2H5N2, with properties calculated with ωB97M-V/def2-TZVPD.

Element x y z (Å)
C (0.609956, 0.804108, 0.257091)
C (-0.596676, -0.631245, -0.175851)
N (0.767442, -0.264544, -0.492490)
N (-0.692141, 0.602600, 0.559826)
H (1.346626, 1.485171, 0.570319)
H (-1.231387, -0.752773, -0.950243)
H (-0.388549, -1.706469, 0.535897)
H (1.678491, -0.787673, -0.817694)
H (-1.493763, 1.250825, 0.513144)

Forces on atoms 1 to 3 (eV/Å):
C -0.43 -0.50 -0.60
C 2.18 -4.35 3.85
N 3.07 -0.27 -0.73

Results
- gap between HOMO and LUMO (eV) = 12.0
- HOMO level (eV) = -16.6
- LUMO (eV) = -4.6
- electronic energy (Ha) = -188.38056
- net charge = +1

Record 5
Below is the ion C2H5N2O with charge +1, with properties calculated with ωB97M-V/def2-TZVPD.

Element x y z (Å)
N (2.573740, -0.502425, 0.090157)
C (1.456140, -0.112424, -0.061699)
C (0.171014, 0.432819, -0.256507)
O (-0.778912, -0.513648, -0.569537)
N (-1.899330, -0.361341, 0.364550)
H (3.521534, -0.298721, 0.343248)
H (-0.305442, 0.894516, 0.784605)
H (0.261572, 1.373923, -0.993520)
H (-2.503673, 0.340870, -0.059345)
H (-2.496642, -1.253565, 0.358052)

Forces on atoms 1 to 3 (eV/Å):
N -5.90 2.36 -0.77
C 6.54 -2.09 1.09
C -3.15 3.48 1.22

Results
- gap between HOMO and LUMO (eV) = 8.9
- HOMO level (eV) = -14.8
- LUMO (eV) = -5.9
- electronic energy (Ha) = -263.53616
- structure (SMILES) = [NH+]#CCON
- net charge = +1

Record 6
Below is a cluster of 2 separate species, C2H5N2O in total, with properties calculated with ωB97M-V/def2-TZVPD.

Element x y z (Å)
C (2.390837, 0.344186, 0.205281)
C (-1.785452, -0.559469, 0.166206)
N (0.215943, -0.455128, -0.044341)
N (1.209446, 0.106682, -0.110707)
O (-2.148779, 0.704442, 0.147118)
H (2.522298, 0.790036, 1.188126)
H (3.197173, 0.301038, -0.545390)
H (-1.777534, -1.156811, -0.634906)
H (-1.710652, -1.139014, 1.051600)
H (-2.131513, 1.135886, -0.714062)

Forces on atoms 1 to 3 (eV/Å):
C 2.73 1.59 -0.48
C 0.80 4.37 0.91
N -1.22 -0.43 -0.29

Results
- gap between HOMO and LUMO (eV) = 8.5
- HOMO level (eV) = -13.8
- LUMO (eV) = -5.3
- electronic energy (Ha) = -263.53422
- net charge = +1

Record 7
Below is a cluster of 2 separate species, C2H5N2O in total, with properties calculated with ωB97M-V/def2-TZVPD.

Element x y z (Å)
C (1.551816, 0.119507, -0.188722)
C (-2.654645, 0.027813, 0.141337)
N (0.498194, 0.547784, -0.295632)
N (2.755399, -0.238121, -0.039729)
O (-1.715611, -0.273613, -0.580344)
H (-2.499232, 0.669747, 1.038775)
H (-3.681482, -0.358673, 0.098064)
H (-0.461920, 0.318824, -0.740021)
H (3.489132, 0.421421, 0.220122)
H (2.718347, -1.234689, 0.346151)

Forces on atoms 1 to 3 (eV/Å):
C -0.07 1.57 -0.23
C 0.94 0.16 1.15
N -0.59 0.09 -0.52

Results
- gap between HOMO and LUMO (eV) = 11.4
- HOMO level (eV) = -15.4
- LUMO (eV) = -4.0
- electronic energy (Ha) = -263.62888
- net charge = +1

Record 8
Below is a cluster of 2 separate species, C2H5N2O2 in total, with properties calculated with ωB97M-V/def2-TZVPD.

Element x y z (Å)
N (-0.299389, 0.165008, -0.733145)
C (-1.245238, 1.094958, -1.032029)
N (-1.432142, 1.519901, -2.264172)
H (0.518896, 0.064949, -1.221213)
H (-0.229570, -0.316066, 0.230484)
H (-1.925291, 1.228309, -0.160941)
H (-1.172589, 0.819447, -3.016783)
O (0.403889, -1.117166, 2.855556)
C (1.411782, -1.141916, 2.042860)
O (1.677339, -0.504834, 0.985237)
H (2.292311, -1.812587, 2.314147)

Forces on atoms 1 to 3 (eV/Å):
N -1.41 -1.64 4.26
C -0.21 -0.77 -2.56
N -1.08 -1.19 1.63

Results
- spin multiplicity = 2
- gap between HOMO and LUMO (alpha / beta) (eV) = 9.9 / 4.6
- HOMO level (alpha / beta) (eV) = -9.3 / -9.1
- LUMO (alpha / beta) (eV) = 0.7 / -4.5
- electronic energy (Ha) = -339.06541

Record 9
Below is a cluster of 3 separate species, C2H5N2O3 in total, with properties calculated with ωB97M-V/def2-TZVPD.

Element x y z (Å)
C (3.344875, -0.638767, -0.841613)
C (1.031036, 0.465008, -0.033030)
N (-0.040619, -0.218796, 0.412725)
N (-3.004878, 0.545358, 0.136170)
O (3.087197, -0.648636, -2.003449)
O (-0.692735, -0.123875, 1.588891)
O (3.848353, -0.752755, 0.179565)
H (1.359988, 1.179201, 0.744703)
H (-0.544494, -0.699756, -0.371280)
H (-2.354557, 0.534233, 0.833200)
H (-3.665212, -0.164889, 0.096232)
H (-2.368954, 0.523674, -0.742116)

Forces on atoms 1 to 3 (eV/Å):
C -1.22 0.01 -4.40
C -1.64 -1.32 0.63
N 1.25 1.93 -0.86

Results
- gap between HOMO and LUMO (eV) = 7.0
- HOMO level (eV) = -3.5
- LUMO (eV) = 3.6
- electronic energy (Ha) = -414.37173
- net charge = -1

Record 10
Below is the ion C2H5N2OS2 with charge +1, with properties calculated with ωB97M-V/def2-TZVPD.

Element x y z (Å)
N (-1.649646, -0.648480, -0.787338)
C (-0.804405, 0.355733, -0.479268)
N (-1.070891, 1.081874, 0.584382)
S (0.613487, 0.534937, -1.438954)
S (2.105932, 1.003231, -0.133361)
C (2.389169, -0.661031, 0.555866)
O (1.465860, -1.413600, 0.658022)
H (-2.359316, -0.752154, -0.076992)
H (-1.660313, -1.302740, -1.609582)
H (-1.957081, 0.785740, 0.972486)
H (-0.443380, 1.763357, 0.997184)
H (3.370588, -0.746863, 0.757556)

Forces on atoms 1 to 3 (eV/Å):
N 0.13 0.57 -0.20
C -0.01 -1.39 -0.07
N -0.59 -0.84 -0.50

Results
- gap between HOMO and LUMO (eV) = 9.6
- HOMO level (eV) = -14.2
- LUMO (eV) = -4.6
- electronic energy (Ha) = -1060.08085
- structure (SMILES) = NC(=[NH2+])SSC=O
- net charge = +1

Record 11
Below is an isolated molecule of C2H5N2P, with properties calculated with ωB97M-V/def2-TZVPD.

Element x y z (Å)
C (0.301316, -1.990752, -0.199630)
C (-0.937785, 0.747242, -0.153418)
N (1.075380, -1.142424, 0.062628)
N (1.473395, -0.047409, 0.377752)
P (0.781373, 1.427252, -0.130006)
H (0.098583, -2.932484, -0.350792)
H (-1.839513, 1.393608, 0.089744)
H (-0.893742, -0.176344, 0.401840)
H (-0.977881, 0.674742, -1.289692)
H (0.918873, 2.046570, 1.191574)

Forces on atoms 1 to 3 (eV/Å):
C 1.95 3.07 0.97
C -0.77 2.16 -1.75
N -2.06 0.27 -0.43

Results
- gap between HOMO and LUMO (eV) = 8.4
- HOMO level (eV) = -7.8
- LUMO (eV) = 0.6
- electronic energy (Ha) = -529.90925

Record 12
Below is a cluster of 2 separate species, C2H5N2P in total, with properties calculated with ωB97M-V/def2-TZVPD.

Element x y z (Å)
C (-2.503314, -0.806088, -0.024620)
C (0.835445, 0.180290, 1.471138)
N (-2.182525, -1.456038, -1.035435)
N (1.656185, 0.187203, 0.628309)
P (2.963459, -0.037662, -0.590063)
H (-2.844078, 0.169834, -0.046252)
H (-2.207420, -1.439698, 0.829154)
H (-2.520912, -1.069471, -1.925496)
H (2.038280, 0.175477, -1.584051)
H (3.554607, 1.253362, -0.571034)

Forces on atoms 1 to 3 (eV/Å):
C 1.72 -2.57 1.09
C 0.59 0.01 -0.63
N -0.55 -1.20 -2.54

Results
- gap between HOMO and LUMO (eV) = 10.4
- HOMO level (eV) = -9.8
- LUMO (eV) = 0.7
- electronic energy (Ha) = -529.96276

Record 13
Below is a cluster of 2 separate species, C2H5N2P in total, with properties calculated with ωB97M-V/def2-TZVPD.

Element x y z (Å)
C (0.261583, 0.344757, -0.898616)
C (0.787063, 0.202070, 0.542371)
N (-0.599130, -0.806310, -1.198187)
N (-0.998981, -1.494921, -0.258290)
P (-0.352576, -1.148685, 1.353272)
H (-0.506625, 1.040775, -0.896731)
H (0.792011, 0.629463, -1.703746)
H (1.811627, 0.003397, 0.407097)
H (0.698152, 1.109290, 1.115779)
H (-1.893124, 0.120165, 1.537050)

Forces on atoms 1 to 3 (eV/Å):
C -3.11 -0.66 2.79
C -1.03 -0.47 -0.78
N 0.23 -1.62 0.25

Results
- spin multiplicity = 3
- gap between HOMO and LUMO (alpha / beta) (eV) = 6.9 / 7.4
- HOMO level (alpha / beta) (eV) = -6.6 / -9.2
- LUMO (alpha / beta) (eV) = 0.3 / -1.9
- electronic energy (Ha) = -529.85035

Record 14
Below is the ion C2H5N2S with charge +1, with properties calculated with ωB97M-V/def2-TZVPD.

Element x y z (Å)
C (0.307570, -0.747678, 0.764537)
N (-0.457998, -1.406490, -0.047032)
S (-0.880281, -0.409465, -1.510956)
C (-0.254576, 1.084587, -0.608700)
N (0.511940, 0.510414, 0.512233)
H (0.806980, -1.068920, 1.672034)
H (-0.461769, -2.404044, -0.017338)
H (-1.107434, 1.707441, -0.385211)
H (0.287220, 1.753455, -1.417167)
H (1.248347, 0.980700, 1.037600)

Forces on atoms 1 to 3 (eV/Å):
C 0.35 0.29 0.57
N -0.07 1.00 -0.76
S 0.51 -0.71 1.27

Results
- gap between HOMO and LUMO (eV) = 9.5
- HOMO level (eV) = -13.9
- LUMO (eV) = -4.3
- electronic energy (Ha) = -586.61958
- structure (SMILES) = C1=[NH+]SCN1
- net charge = +1

Record 15
Below is the ion C2H5N2S2 with charge +1, with properties calculated with ωB97M-V/def2-TZVPD.

Element x y z (Å)
N (1.943714, 0.741308, -0.398416)
C (0.809376, 0.210458, -0.296069)
N (-0.278087, 0.466955, 0.391907)
C (-1.541836, -0.340942, 0.407708)
S (-1.204391, -2.019681, -0.099275)
S (-0.170752, -1.680735, -1.687296)
H (2.197849, 1.656767, 0.094990)
H (2.836840, 0.437083, -0.862914)
H (-0.310139, 0.919635, 1.358239)
H (-1.968926, -0.269745, 1.402733)
H (-2.313649, -0.121104, -0.311608)

Forces on atoms 1 to 3 (eV/Å):
N 3.97 3.40 0.93
C -3.21 -3.22 -1.37
N -0.17 0.55 2.20

Results
- gap between HOMO and LUMO (alpha / beta) (eV) = 6.9 / 6.8
- HOMO level (alpha / beta) (eV) = -12.9 / -12.8
- LUMO (alpha / beta) (eV) = -6.0 / -6.0
- electronic energy (Ha) = -984.74868
- structure (SMILES) = [NH2+]=C=[NH+]CS[S-]
- net charge = +1

Record 16
Below is a cluster of 2 separate species, C2H5N3 in total, with properties calculated with ωB97M-V/def2-TZVPD.

Element x y z (Å)
C (-1.808158, -0.273842, -0.559531)
C (2.356531, 0.569774, -0.171378)
N (-1.737104, 0.383540, 0.472607)
N (1.538303, -0.147581, 0.569841)
N (0.847589, -0.794082, 1.149482)
H (-2.166028, -1.359198, -0.724737)
H (-1.648714, 0.145295, -1.471657)
H (-1.924639, -0.162324, 1.237034)
H (2.202941, 0.491521, -1.258691)
H (3.402782, 0.596671, 0.242795)

Forces on atoms 1 to 3 (eV/Å):
C -1.66 -3.77 -0.92
C 1.13 -0.47 0.29
N 0.86 2.58 -0.18

Results
- gap between HOMO and LUMO (eV) = 9.6
- HOMO level (eV) = -8.6
- LUMO (eV) = 1.1
- electronic energy (Ha) = -243.35020

Record 17
Below is an isolated molecule of C2H5N3O, with properties calculated with ωB97M-V/def2-TZVPD.

Element x y z (Å)
H (-1.843385, 1.622579, 0.728579)
N (-1.864575, 0.627887, 0.535530)
C (-0.823858, 0.192811, -0.032434)
N (-0.694992, -1.174102, -0.260762)
N (0.254253, 0.986519, -0.428494)
C (1.447997, 0.705168, -0.149819)
O (1.915556, -0.331961, 0.539102)
H (-1.570822, -1.660278, -0.123172)
H (-0.238441, -1.422065, -1.128149)
H (2.234159, 1.381433, -0.467349)
H (1.184109, -0.927989, 0.786968)

Forces on atoms 1 to 3 (eV/Å):
H 0.27 0.01 -0.18
N -0.40 -0.18 0.22
C -0.16 0.26 0.28

Results
- gap between HOMO and LUMO (eV) = 10.4
- HOMO level (eV) = -9.6
- LUMO (eV) = 0.8
- electronic energy (Ha) = -318.71935
- structure (SMILES) = [H]/N=C(N)\N=C/O

Record 18
Below is an isolated molecule of C2H5N3O, with properties calculated with ωB97M-V/def2-TZVPD.

Element x y z (Å)
C (0.102006, -0.122614, -2.231652)
N (0.008107, 0.341435, -1.037534)
O (-0.165602, -0.862178, -0.343099)
C (-0.170712, -1.042750, 0.962948)
N (-0.010899, -0.181615, 1.961440)
N (0.149705, 1.159348, 1.626974)
H (0.114941, 0.666347, -2.918020)
H (0.062598, -1.249778, -2.604611)
H (-0.184299, -2.220921, 1.147109)
H (0.041645, 1.818299, 0.777800)
H (0.052510, 1.694428, 2.658644)

Forces on atoms 1 to 3 (eV/Å):
C -0.32 -0.58 -0.18
N 0.00 -2.19 -1.25
O -0.35 -1.07 -0.21

Results
- gap between HOMO and LUMO (eV) = 8.6
- HOMO level (eV) = -7.7
- LUMO (eV) = 0.9
- electronic energy (Ha) = -318.52730
- structure (SMILES) = C=NO/C=N\N

Record 19
Below is an isolated molecule of C2H5N3O, with properties calculated with ωB97M-V/def2-TZVPD.

Element x y z (Å)
H (0.607728, 1.049381, -2.333300)
N (0.357595, 1.615010, -1.600717)
C (0.224447, 1.196674, -0.440147)
N (0.444170, -0.209396, 0.078241)
O (0.051126, -0.999410, -1.074326)
C (-0.487661, -0.846720, 1.047752)
N (-0.740796, -0.534239, 2.193444)
H (-0.360300, 0.343941, 2.610837)
H (0.381670, 1.864765, 0.561982)
H (0.940529, -1.589497, -1.316104)
H (-0.826138, -1.872649, 0.728778)

Forces on atoms 1 to 3 (eV/Å):
H 0.06 -2.26 -1.85
N -0.58 2.48 2.54
C 2.17 -0.23 4.11

Results
- gap between HOMO and LUMO (eV) = 10.5
- HOMO level (eV) = -9.9
- LUMO (eV) = 0.6
- electronic energy (Ha) = -318.57099
- structure (SMILES) = [H]/N=C\N(O)/C=N\[H]

Record 20
Below is an isolated molecule of C2H5N3O, with properties calculated with ωB97M-V/def2-TZVPD.

Element x y z (Å)
H (-2.511452, 1.089334, 1.675862)
N (-1.642021, 1.034113, 1.106810)
C (-1.234583, -0.086924, 0.705104)
N (-0.069069, -0.286131, -0.003669)
N (0.513996, -1.575033, 0.117027)
C (0.712499, 0.665449, -0.648218)
O (1.695788, 0.505609, -1.277414)
H (-1.650800, -1.085683, 0.842601)
H (0.269427, -2.104886, -0.808268)
H (1.589616, -1.331357, 0.186213)
H (0.249064, 1.705927, -0.559590)

Forces on atoms 1 to 3 (eV/Å):
H 0.87 -0.70 -0.90
N -0.31 0.55 0.29
C -0.64 -0.14 0.79

Results
- gap between HOMO and LUMO (eV) = 10.6
- HOMO level (eV) = -9.7
- LUMO (eV) = 0.8
- electronic energy (Ha) = -318.66291
- structure (SMILES) = [H]/N=C/N(N)C=O